Formula: C38H51ClN8O4RbS
Source: the OMol25 dataset
Level of theory: ωB97M-V with the def2-TZVPD basis set

XYZ file:
```
104
Properties=species:S:1:pos:R:3:lowdin_charge:R:1
Rb -0.40107 -0.20098 -0.72800 0.95
C 0.69730 -1.83822 2.30970 -0.10
C -0.65303 -1.64196 2.56853 -0.11
C -1.60730 -2.33879 1.83845 -0.11
C -1.20981 -3.22824 0.84673 -0.11
C 0.14135 -3.43347 0.59752 -0.10
C 1.09534 -2.73797 1.32933 -0.10
H 1.43895 -1.27082 2.85771 0.10
H -0.95937 -0.92057 3.31412 0.10
H -2.66013 -2.16494 2.02133 0.11
H -1.95328 -3.74982 0.25695 0.11
H 0.45190 -4.10823 -0.18932 0.11
H 2.14653 -2.87088 1.10856 0.11
C 3.39189 0.80678 0.11231 -0.17
N 2.24830 1.69468 0.35079 -0.07
C 2.32643 2.78363 -0.63186 -0.16
N 3.57757 3.54697 -0.52271 -0.07
C 4.68509 2.60815 -0.72808 -0.17
N 4.67541 1.51116 0.24674 -0.08
C 4.73454 2.09610 1.58686 -0.19
N 3.62682 3.01806 1.86012 -0.08
C 2.37189 2.27311 1.68560 -0.17
C 3.66865 4.07196 0.84049 -0.18
H 3.28914 0.38220 -0.88565 0.10
H 3.36174 -0.00513 0.84533 0.12
H 1.49752 3.47275 -0.46360 0.10
H 2.24832 2.36509 -1.63447 0.11
H 5.63021 3.15056 -0.64163 0.12
H 4.60484 2.19117 -1.73351 0.12
H 5.67691 2.63898 1.69609 0.12
H 4.70947 1.29015 2.32412 0.12
H 1.52367 2.93725 1.86696 0.10
H 2.33706 1.46834 2.42459 0.12
H 4.60477 4.62629 0.94613 0.12
H 2.83633 4.75865 1.01151 0.11
C 2.92300 5.11302 -4.82117 -0.05
C 2.37874 3.74335 -4.51793 -0.27
C 3.20294 2.62210 -4.52625 -0.02
C 2.74748 1.36440 -4.15163 -0.22
C 3.71084 0.20359 -4.17832 -0.04
C 1.40576 1.20359 -3.77024 -0.06
C 0.54591 2.30659 -3.82633 -0.15
C -0.90965 2.24968 -3.41459 -0.22
C 1.04869 3.55801 -4.18073 0.00
C 0.93886 -0.10439 -3.13425 -0.76
O -0.12851 -0.62579 -3.50235 -0.08
O 1.65159 -0.48624 -2.16235 -0.23
H 3.74513 5.06801 -5.53690 0.07
H 3.30335 5.57991 -3.90919 0.08
H 2.15212 5.76650 -5.22976 0.07
H 4.24404 2.73379 -4.81616 0.11
H 4.72224 0.55364 -4.39015 0.07
H 3.43461 -0.51011 -4.95784 0.09
H 3.70154 -0.33209 -3.23182 0.06
H -1.36643 1.32078 -3.74600 0.10
H -1.43234 3.09729 -3.86486 0.10
H -0.26777 2.94675 -1.61356 0.03
H 0.36911 4.40521 -4.17216 0.12
C -2.02320 6.10068 4.26176 -0.05
C -0.74676 6.17483 3.41900 -0.51
C 0.14236 4.97217 3.76614 -0.04
C 0.00707 7.45032 3.81854 -0.05
C -1.12145 6.23537 1.90301 -0.42
O -1.76203 7.49299 1.63733 0.00
C 0.11777 6.06477 1.01843 -0.11
C -0.06726 6.17747 -0.50144 -0.12
C -0.50810 7.53137 -0.99558 -0.22
C 0.27981 8.66146 -0.79737 -0.05
C -0.13341 9.91386 -1.23241 -0.12
C -1.34850 10.02465 -1.88353 -0.67
Cl -1.88054 11.59584 -2.44164 0.62
C -2.14579 8.91513 -2.10921 -0.09
C -1.72295 7.67199 -1.66245 0.00
C -2.22783 5.24628 1.50520 -0.05
N -1.91267 3.84336 1.69519 -0.12
C -1.29467 3.01627 0.82588 -0.34
N -1.31136 1.76262 1.32326 0.00
C -2.15871 1.88518 2.37089 -0.26
N -2.57304 3.09742 2.64643 0.09
H -1.77218 6.25819 5.31388 0.08
H -2.50881 5.12834 4.17383 0.06
H -2.73071 6.87731 3.96556 0.09
H 0.26692 4.93257 4.85125 0.09
H 1.14151 5.06134 3.33447 0.08
H -0.29488 4.02371 3.44964 0.07
H 0.29701 7.37650 4.86917 0.08
H -0.61804 8.33721 3.71104 0.08
H 0.92472 7.59797 3.24487 0.08
H -1.09848 8.15284 1.41116 0.09
H 0.54798 5.08570 1.23686 0.08
H 0.87718 6.78905 1.33495 0.11
H -0.77737 5.43803 -0.88026 0.08
H 0.90116 5.94257 -0.95843 0.12
H 1.23806 8.56615 -0.29719 0.12
H 0.48022 10.79080 -1.07806 0.10
H -3.08841 9.02456 -2.62728 0.10
H -2.32967 6.78856 -1.83635 0.10
H -2.47538 5.41508 0.45607 0.11
H -3.12522 5.45333 2.08277 0.13
H -0.46618 3.40035 0.24926 0.08
H -2.48327 1.04406 2.96658 0.09
O -2.61885 4.38572 -1.85679 -0.70
S -2.49477 2.93084 -1.35162 0.77
N -1.00724 2.31938 -1.93380 -0.40
```

The value obtained for the highest occupied orbital energy is -3.376 eV. The charge is -1. For the energy relative to the best compared isomer or geometry (same formula, charge and spin), the calculation gives 26.3 kcal per mole. The value obtained for the LUMO energy is 1.87 eV. For the frontier orbital gap, the calculation gives 5.2 eV. The total energy is -84360.869 eV. The maximum force is 1.480 eV/A. The spin multiplicity is 1.

***

Formula: C38H51F17O21PS
Source: the OMol25 dataset
Level of theory: ωB97M-V with the def2-TZVPD basis set

XYZ file:
```
129
Properties=species:S:1:pos:R:3:lowdin_charge:R:1
C 0.91377 -1.60800 3.08654 -0.05
C 0.44789 -0.24339 3.60193 -0.16
C 0.56513 0.89736 2.54949 -0.43
C 2.05371 1.27966 2.48537 -0.11
C 2.81897 0.63089 1.31340 -0.18
C 4.27779 0.41944 1.69884 -0.20
C 4.99863 1.76703 1.90831 -0.17
C 6.06848 2.00304 0.86479 -0.23
O 6.35522 3.39641 0.79882 -0.18
C 6.83636 3.77024 -0.45652 -0.14
O 0.10302 0.53692 1.27946 -0.22
P -1.24520 1.35555 0.68770 0.60
C -1.50895 0.20243 -0.76379 -0.27
C -1.16313 -1.27825 -0.50256 -0.20
C -2.27582 -2.20836 -1.03894 -0.19
C -1.92849 -2.90103 -2.37147 -0.18
C -1.07451 -4.13016 -2.08954 -0.16
C -1.89959 -5.23714 -1.45325 -0.20
O -1.09641 -6.04554 -0.58962 -0.03
C -0.94789 -5.46555 0.65700 -0.46
C -2.06898 -5.41868 1.70105 0.02
O 0.13700 -4.99780 0.95226 0.10
C -2.57399 0.35966 1.70150 -0.15
O -3.53852 1.27046 2.32802 0.02
C -4.32167 0.72857 3.24466 -0.73
F -5.52475 1.34381 3.22216 0.14
F -4.57277 -0.58866 3.09339 0.13
F -3.85166 0.88173 4.49919 0.14
S 0.35074 2.62049 -0.42049 0.73
O 0.99209 3.50468 0.53199 -0.34
O 1.24466 1.71114 -1.12337 -0.38
C -0.37263 3.70506 -1.76293 -0.51
F -1.45855 4.29560 -1.23083 0.10
F -0.81000 2.96582 -2.78924 0.11
C 0.51850 4.87895 -2.25876 -0.37
F -0.22850 5.53685 -3.17351 0.14
F 0.73144 5.72479 -1.25450 0.17
C 1.84909 4.49141 -2.98550 -0.33
F 1.97540 5.31066 -4.05517 0.14
F 1.84039 3.24579 -3.45468 0.16
C 3.15492 4.69727 -2.17259 -0.53
F 3.26108 3.88742 -1.13623 0.20
F 4.17196 4.38641 -3.01737 0.15
F 3.32405 5.97238 -1.82295 0.17
O -1.15928 2.47793 1.99005 -0.26
C -0.39936 1.99665 3.07384 -0.28
C 0.23096 3.25070 3.74020 -0.01
C -0.28117 3.42723 5.13488 -0.41
O -0.83807 4.40125 5.60687 0.12
F -0.02587 2.33378 5.90723 0.08
H 1.87511 -1.56492 2.58769 0.06
H 0.17203 -1.96089 2.38251 0.06
H 1.00670 -2.29117 3.92505 0.07
H -0.58246 -0.37311 3.92385 0.10
H 1.00164 0.07400 4.47896 0.11
H 2.15191 2.35488 2.38065 0.09
H 2.57579 1.02197 3.40267 0.12
H 2.84651 1.36475 0.51707 0.08
H 2.36574 -0.28856 0.97635 0.11
H 4.37112 -0.17210 2.60946 0.10
H 4.80902 -0.12271 0.91790 0.10
H 4.28446 2.57900 1.80229 0.11
H 5.42658 1.86453 2.90169 0.11
H 5.69349 1.68930 -0.10995 0.12
H 6.98490 1.48171 1.14777 0.13
H 7.84914 3.38982 -0.63194 0.09
H 6.88023 4.85004 -0.54149 0.08
H 6.20141 3.41592 -1.27245 0.07
H -2.34856 2.16083 0.23919 0.06
H -2.55900 0.28057 -1.02277 0.08
H -0.96688 0.50129 -1.65863 0.06
H -0.24800 -1.52628 -1.03013 0.11
H -1.07411 -1.50526 0.55050 0.08
H -3.23912 -1.70675 -1.06245 0.10
H -2.38702 -3.00711 -0.30468 0.08
H -1.43566 -2.17547 -3.00868 0.09
H -2.86411 -3.19515 -2.84763 0.11
H -0.24584 -3.84097 -1.45201 0.11
H -0.67311 -4.52330 -3.01958 0.11
H -2.33976 -5.85490 -2.22992 0.12
H -2.73178 -4.82369 -0.88162 0.11
H -1.66767 -5.72210 2.65913 0.10
H -2.42129 -4.40332 1.81425 0.08
H -2.85701 -6.11848 1.46465 0.03
H -3.17003 -0.25600 1.03730 0.09
H -2.12850 -0.28363 2.45573 0.09
H -1.14246 1.65334 3.79213 0.13
H 1.31375 3.19414 3.84376 0.12
H 0.01219 4.14537 3.18150 0.13
C 3.91193 8.46187 -3.99249 -0.04
C 2.83101 8.48941 -5.04434 -0.31
O 3.41296 9.29577 -6.05622 0.13
C 4.76611 9.13728 -5.96569 -0.55
O 5.53703 9.45434 -6.80423 0.18
O 5.10139 8.56069 -4.78562 0.08
F 1.70176 9.08906 -4.59358 0.08
H 3.84981 9.31985 -3.32152 0.15
H 3.90969 7.55053 -3.40493 0.12
H 2.57723 7.51269 -5.45851 0.17
C 1.38415 0.12654 -3.96994 -0.05
C 1.98117 0.10580 -5.35406 -0.31
O 1.67722 -1.20482 -5.80274 0.13
C 0.53268 -1.58800 -5.16283 -0.55
O -0.14003 -2.50673 -5.48764 0.17
O 0.27109 -0.76898 -4.11970 0.06
F 3.32951 0.26345 -5.33008 0.07
H 2.06996 -0.26704 -3.21938 0.15
H 1.05471 1.11140 -3.65892 0.10
H 1.54995 0.83291 -6.04489 0.17
C -6.13404 -4.41618 4.99325 -0.05
C -5.06709 -3.37643 4.74124 -0.31
O -4.31798 -3.96360 3.69315 0.13
C -5.16697 -4.76442 2.98829 -0.53
O -4.93996 -5.19197 1.91059 0.17
O -6.30622 -4.99021 3.69310 0.07
F -4.26757 -3.20627 5.82146 0.08
H -5.79340 -5.18460 5.68867 0.14
H -7.06558 -3.99091 5.35755 0.14
H -5.44383 -2.40496 4.41643 0.16
C -3.97491 -8.14226 -1.30095 -0.05
C -4.80675 -9.33228 -0.90180 -0.32
O -4.17693 -9.75228 0.28970 0.14
C -3.61466 -8.64107 0.85471 -0.53
O -3.24773 -8.58050 1.97648 0.19
O -3.54903 -7.61917 -0.03827 0.04
F -4.73595 -10.33112 -1.82040 0.07
H -3.10026 -8.43365 -1.88491 0.15
H -4.53983 -7.39587 -1.85413 0.14
H -5.85549 -9.10675 -0.70008 0.17
```

The value obtained for the highest occupied orbital energy is -6.416 eV. The charge is -1. The value obtained for the LUMO energy is 1.86 eV. For the frontier orbital gap, the calculation gives 8.3 eV. The total energy is -149554.258 eV. The maximum force is 3.996 eV/A. The spin multiplicity is 1.

***

> Which of these has the lowest highest occupied orbital energy?

C38H51F17O21PS